[1]
{
  "formula": "C33H38FeN3O2S2Si",
  "method": "wB97M-V/def2-TZVPD",
  "homo_lumo_gap_ev": [5.75, 5.75],
  "homo_energy_ev": [-3.89, -3.89],
  "multiplicity": 5,
  "s2": 6.012,
  "charge": -1,
  "fmax_ev_per_a": 0.8,
  "elements": ["Fe", "C", "C", "O", "C", "C", "C", "C", "C", "C", "O", "H", "H", "H", "H", "H", "H", "H", "S", "C", "N", "C", "C", "C", "C", "C", "C", "S", "H", "H", "H", "H", "C", "Si", "C", "C", "N", "C", "C", "C", "C", "C", "C", "H", "H", "H", "H", "H", "H", "H", "H", "H", "H", "H", "H", "H", "H", "C", "N", "C", "C", "C", "C", "C", "C", "C", "C", "H", "H", "H", "H", "H", "H", "H", "H", "H", "H", "H", "H", "H"],
  "coordinates": [[-0.732, -0.057, 0.633], [2.563, -2.216, 2.076], [1.553, -1.140, 2.356], [1.329, -0.297, 1.496], [0.845, -1.081, 3.633], [1.529, -1.348, 4.825], [0.930, -1.165, 6.051], [-0.403, -0.718, 6.080], [-1.113, -0.492, 4.927], [-0.535, -0.695, 3.639], [-1.251, -0.589, 2.583], [2.527, -2.441, 1.010], [2.371, -3.108, 2.670], [3.570, -1.851, 2.301], [2.567, -1.663, 4.775], [1.475, -1.349, 6.966], [-0.883, -0.546, 7.037], [-2.142, -0.152, 4.954], [-1.722, 3.100, -2.080], [-1.488, 1.963, -3.330], [-1.004, 0.751, -3.253], [-0.953, 0.114, -4.483], [-0.466, -1.177, -4.694], [-0.470, -1.710, -5.974], [-0.958, -0.975, -7.057], [-1.441, 0.314, -6.864], [-1.432, 0.850, -5.580], [-1.949, 2.404, -5.014], [-0.084, -1.737, -3.849], [-0.086, -2.712, -6.136], [-0.964, -1.410, -8.050], [-1.821, 0.891, -7.699], [-2.937, -2.026, -0.905], [-1.272, -2.813, -0.555], [-1.030, -4.210, -1.781], [-1.366, -3.593, 1.147], [-0.126, -1.540, -0.618], [1.093, -1.452, -1.255], [1.871, -2.582, -1.586], [3.107, -2.465, -2.215], [3.630, -1.222, -2.542], [2.868, -0.091, -2.240], [1.636, -0.203, -1.624], [-3.779, -2.699, -0.703], [-2.982, -1.699, -1.949], [-3.081, -1.129, -0.289], [-1.930, -4.837, -1.793], [-0.179, -4.848, -1.521], [-0.873, -3.829, -2.796], [-2.276, -4.195, 1.257], [-1.385, -2.819, 1.922], [-0.502, -4.243, 1.336], [1.493, -3.564, -1.326], [3.669, -3.363, -2.453], [4.587, -1.134, -3.041], [3.239, 0.892, -2.511], [1.015, 0.668, -1.465], [1.632, 4.975, 1.376], [1.664, 3.521, 1.080], [1.060, 3.258, -0.270], [1.001, 2.698, 2.194], [-0.491, 2.772, 2.151], [-1.120, 3.737, 2.951], [-2.494, 3.892, 2.917], [-3.231, 3.087, 2.055], [-2.593, 2.139, 1.269], [-1.199, 1.916, 1.290], [2.016, 5.525, 0.520], [2.231, 5.179, 2.261], [0.596, 5.248, 1.558], [2.631, 3.212, 1.043], [0.098, 3.751, -0.340], [0.886, 2.198, -0.386], [1.742, 3.634, -1.032], [1.418, 3.087, 3.125], [1.327, 1.676, 2.030], [-0.529, 4.350, 3.628], [-2.982, 4.631, 3.543], [-4.309, 3.201, 2.004], [-3.207, 1.555, 0.590]],
  "mulliken_spin": [3.90, 0.00, 0.03, -0.03, 0.01, 0.00, 0.01, 0.00, 0.01, 0.01, 0.01, 0.00, 0.00, 0.00, 0.00, 0.00, 0.00, 0.00, 0.00, 0.01, 0.01, 0.00, 0.00, 0.00, 0.00, 0.00, 0.00, 0.00, 0.00, 0.00, 0.00, 0.00, 0.04, 0.02, 0.00, 0.00, -0.02, -0.05, 0.00, -0.01, 0.01, -0.01, 0.04, 0.00, 0.00, -0.01, 0.00, 0.00, 0.00, 0.00, 0.00, 0.00, 0.00, 0.00, 0.00, 0.00, 0.04, 0.00, 0.00, 0.03, 0.00, -0.14, 0.00, 0.01, 0.00, 0.00, 0.06, 0.00, 0.00, 0.00, 0.00, 0.00, 0.04, 0.00, 0.00, -0.01, 0.00, 0.00, 0.00, 0.00]
}

[2]
{
  "formula": "C33H38N3O5S4Sn",
  "method": "wB97M-V/def2-TZVPD",
  "homo_lumo_gap_ev": 5.63,
  "homo_energy_ev": -3.22,
  "charge": -1,
  "fmax_ev_per_a": 1.0,
  "elements": ["Sn", "C", "C", "O", "C", "C", "O", "C", "C", "O", "C", "C", "O", "H", "H", "H", "H", "H", "H", "H", "H", "H", "H", "H", "H", "H", "H", "H", "H", "C", "C", "C", "C", "C", "C", "C", "N", "C", "N", "C", "C", "C", "C", "C", "C", "C", "N", "C", "C", "C", "C", "C", "C", "C", "H", "H", "H", "H", "H", "H", "H", "H", "H", "H", "H", "H", "H", "H", "H", "H", "H", "H", "H", "H", "H", "H", "O", "C", "S", "C", "C", "S", "S", "S"],
  "coordinates": [[1.253, -0.134, -1.344], [2.679, -3.756, -3.110], [3.894, -2.937, -2.658], [3.824, -2.409, -1.365], [3.889, -3.307, -0.295], [2.526, -3.826, 0.174], [1.748, -2.714, 0.513], [0.431, -2.997, 0.889], [-0.474, -3.512, -0.233], [-0.572, -2.514, -1.213], [-0.837, -2.932, -2.524], [0.324, -3.712, -3.162], [1.510, -3.035, -2.857], [2.651, -4.724, -2.577], [2.790, -3.975, -4.186], [3.969, -2.054, -3.297], [4.790, -3.573, -2.781], [4.315, -2.739, 0.538], [4.544, -4.160, -0.539], [2.666, -4.485, 1.054], [2.041, -4.422, -0.604], [0.035, -2.037, 1.204], [0.414, -3.708, 1.733], [-1.466, -3.722, 0.199], [-0.081, -4.448, -0.644], [-0.979, -1.999, -3.075], [-1.754, -3.540, -2.575], [0.166, -3.777, -4.252], [0.374, -4.752, -2.785], [-5.066, 1.553, 2.101], [-3.939, 2.319, 2.731], [-4.072, 2.818, 4.016], [-3.037, 3.482, 4.651], [-1.837, 3.645, 3.983], [-1.685, 3.167, 2.696], [-2.735, 2.523, 2.038], [-2.598, 2.133, 0.709], [-1.274, 1.807, 0.247], [-0.696, 2.800, -0.435], [0.697, 3.071, -0.373], [1.628, 2.064, -0.621], [2.964, 2.397, -0.388], [3.354, 3.638, 0.074], [2.401, 4.619, 0.277], [1.063, 4.359, 0.038], [0.049, 5.458, 0.234], [-0.695, 0.714, 0.552], [-1.258, -0.163, 1.460], [-2.414, -0.890, 1.178], [-2.926, -1.771, 2.114], [-2.298, -1.932, 3.337], [-1.134, -1.230, 3.605], [-0.592, -0.350, 2.684], [0.692, 0.374, 2.937], [-5.930, 1.555, 2.761], [-4.763, 0.516, 1.939], [-5.354, 1.989, 1.145], [-5.006, 2.662, 4.538], [-3.166, 3.853, 5.658], [-1.007, 4.140, 4.468], [-0.734, 3.272, 2.199], [-3.282, 1.449, 0.418], [-1.299, 3.592, -0.606], [3.718, 1.642, -0.578], [4.395, 3.845, 0.282], [2.690, 5.597, 0.639], [0.546, 6.367, 0.568], [-0.702, 5.196, 0.981], [-0.464, 5.683, -0.702], [-2.885, -0.778, 0.209], [-3.829, -2.328, 1.899], [-2.700, -2.617, 4.074], [-0.634, -1.368, 4.554], [1.334, -0.208, 3.594], [0.495, 1.342, 3.399], [1.201, 0.551, 1.991], [0.781, 0.535, -8.359], [0.877, 0.464, -7.160], [2.404, 0.313, -6.292], [1.753, 0.326, -4.650], [0.415, 0.417, -4.542], [-0.519, 0.561, -3.087], [-0.490, 0.473, -6.056], [2.894, 0.257, -3.358]],
  "mulliken_charge": [1.00, -0.73, -0.71, -0.18, -0.83, -0.25, 0.06, 0.30, -0.83, 0.23, -0.64, -0.81, 0.42, 0.41, 0.40, 0.18, 0.38, 0.33, 0.43, 0.32, 0.10, -0.91, 0.46, 0.41, 0.46, 0.07, 0.33, 0.39, 0.39, -1.60, 1.35, -0.72, -0.81, -1.15, -0.83, 0.91, -0.06, -1.59, 0.31, 0.63, -0.11, -0.72, -1.13, -0.67, 1.09, -1.57, 0.54, -0.56, 0.04, -1.03, -0.79, -0.89, 1.54, -1.77, 0.40, 0.25, 0.36, 0.34, 0.38, 0.48, 0.80, 0.46, 0.43, 0.39, 0.37, 0.31, 0.40, 0.27, 0.36, 0.52, 0.50, 0.43, 0.47, 0.54, 0.26, 0.21, -0.64, 0.59, -0.18, 0.20, 0.12, -0.76, -0.18, -0.73]
}

[3]
{
  "formula": "C33H39BrClFN7O9P",
  "method": "wB97M-V/def2-TZVPD",
  "homo_lumo_gap_ev": 8.18,
  "homo_energy_ev": -8.88,
  "smiles": "CC(C)CC1=C(C[C@H](O)CN)C(=O)c2c(CC(=O)Br)c(CC(=O)O)c(C(=O)NC(=O)F)c(P(O)Cl)c2C1=O.CC#N.CC#N.CC#N.CC#N.CC#N",
  "charge": 0,
  "fmax_ev_per_a": 2.0,
  "elements": ["C", "C", "C", "C", "C", "C", "C", "C", "O", "C", "N", "C", "O", "C", "C", "C", "C", "O", "Br", "C", "C", "C", "O", "O", "C", "C", "O", "N", "C", "O", "F", "C", "P", "O", "Cl", "C", "C", "O", "H", "H", "H", "H", "H", "H", "H", "H", "H", "H", "H", "H", "H", "H", "H", "H", "H", "H", "H", "H", "H", "H", "H", "H", "C", "C", "N", "H", "H", "H", "C", "C", "N", "H", "H", "H", "C", "C", "N", "H", "H", "H", "C", "C", "N", "H", "H", "H", "C", "C", "N", "H", "H", "H"],
  "coordinates": [[4.858, -2.488, -0.694], [3.313, -2.489, -0.535], [2.737, -3.105, -1.837], [2.794, -1.053, -0.345], [1.381, -0.880, 0.195], [0.940, 0.349, 0.517], [1.729, 1.617, 0.374], [1.427, 2.247, -0.997], [1.433, 1.219, -1.980], [2.457, 3.316, -1.376], [2.142, 4.605, -0.712], [-0.444, 0.547, 1.020], [-0.705, 1.368, 1.871], [-1.482, -0.355, 0.407], [-2.785, 0.088, 0.159], [-3.205, 1.505, 0.457], [-4.274, 1.562, 1.528], [-4.484, 0.684, 2.289], [-5.371, 3.173, 1.617], [-3.689, -0.818, -0.414], [-5.112, -0.415, -0.773], [-5.116, 0.195, -2.173], [-5.514, -0.383, -3.142], [-4.665, 1.479, -2.279], [-3.287, -2.130, -0.690], [-4.263, -3.113, -1.308], [-4.606, -3.057, -2.448], [-4.778, -4.184, -0.470], [-4.786, -3.892, 0.891], [-5.361, -2.980, 1.390], [-4.117, -4.763, 1.659], [-1.972, -2.565, -0.438], [-1.632, -4.313, -0.944], [-0.257, -4.179, -1.821], [-1.170, -5.400, 0.729], [-1.061, -1.649, 0.106], [0.399, -2.001, 0.363], [0.699, -3.114, 0.714], [5.364, -2.317, 0.264], [5.174, -1.778, -1.462], [5.125, -3.499, -1.016], [3.104, -3.143, 0.311], [3.479, -3.747, -2.317], [2.424, -2.328, -2.538], [1.913, -3.761, -1.565], [3.455, -0.571, 0.383], [2.940, -0.523, -1.288], [1.417, 2.347, 1.124], [2.794, 1.474, 0.510], [0.410, 2.676, -0.998], [1.117, 1.576, -2.809], [3.453, 2.995, -1.062], [2.445, 3.456, -2.460], [2.143, 5.372, -1.368], [1.221, 4.540, -0.299], [-3.583, 2.001, -0.438], [-2.390, 2.124, 0.827], [-5.532, 0.328, -0.097], [-5.805, -1.250, -0.820], [-3.994, 1.507, -2.981], [-4.253, -5.046, -0.611], [-0.545, -4.317, -2.732], [-6.347, 1.975, -6.038], [-5.067, 2.375, -5.469], [-4.063, 2.691, -5.005], [-6.551, 0.937, -5.779], [-7.140, 2.605, -5.641], [-6.318, 2.076, -7.121], [5.652, -2.087, 4.187], [5.540, -1.494, 2.859], [5.453, -1.028, 1.811], [6.114, -3.070, 4.117], [6.262, -1.452, 4.826], [4.662, -2.191, 4.628], [4.082, 2.160, 4.993], [3.917, 1.732, 3.606], [3.786, 1.399, 2.513], [5.087, 1.928, 5.339], [3.925, 3.231, 5.069], [3.359, 1.646, 5.624], [-1.567, -1.419, -4.866], [-0.819, -0.553, -3.958], [-0.228, 0.122, -3.236], [-1.195, -1.299, -5.881], [-1.452, -2.459, -4.565], [-2.624, -1.158, -4.839], [3.161, 5.329, 7.679], [4.401, 4.644, 7.326], [5.378, 4.106, 7.048], [2.778, 4.937, 8.619], [3.346, 6.396, 7.785], [2.417, 5.173, 6.899]],
  "mulliken_charge": [-1.65, 0.76, -1.29, -1.14, 1.05, 1.37, -1.48, 0.14, -0.52, -0.64, -0.60, -1.17, -0.69, 0.88, 0.47, -1.61, 0.43, -0.42, -0.18, -0.16, -1.04, 0.48, -0.54, -0.46, 0.21, -1.23, -0.43, -0.07, 0.68, -0.44, -0.23, 1.34, -0.04, -0.30, -0.22, 1.02, -0.36, -0.56, 0.27, 0.32, 0.53, 0.40, 0.47, 0.22, 0.15, -0.05, 0.50, 0.53, 0.47, 0.28, 0.46, 0.26, 0.32, 0.26, 0.25, 0.47, 0.61, 0.45, 0.56, 0.30, 0.38, 0.29, -0.79, 0.54, -0.53, 0.23, 0.27, 0.33, -1.00, 0.53, -0.49, 0.33, 0.30, 0.26, -0.97, 0.37, -0.32, 0.33, 0.18, 0.31, -0.94, 0.50, -0.36, 0.37, 0.16, 0.23, -0.79, 0.41, -0.40, 0.27, 0.29, 0.29]
}

[4]
{
  "formula": "C33H39FN4P2Pt",
  "method": "wB97M-V/def2-TZVPD",
  "homo_lumo_gap_ev": [6.29, 5.48],
  "homo_energy_ev": [-7.09, -8.19],
  "multiplicity": 3,
  "s2": 2.006,
  "charge": 0,
  "fmax_ev_per_a": 4.4,
  "elements": ["Pt", "C", "C", "C", "C", "C", "C", "C", "C", "C", "H", "H", "H", "H", "H", "H", "H", "H", "H", "H", "H", "H", "H", "H", "H", "P", "P", "N", "N", "N", "N", "C", "C", "C", "C", "C", "C", "C", "C", "C", "C", "C", "C", "C", "C", "C", "C", "C", "C", "H", "H", "H", "H", "H", "H", "H", "H", "H", "H", "H", "H", "H", "H", "H", "H", "H", "H", "H", "H", "F", "C", "C", "C", "C", "C", "C", "H", "H", "H", "H"],
  "coordinates": [[1.716, 1.551, -1.158], [3.760, -2.398, 1.440], [3.140, -2.296, 0.265], [1.670, -2.110, -0.054], [0.796, -1.135, 0.793], [1.264, -0.428, 2.013], [1.490, -1.080, 3.140], [1.662, -2.554, 3.125], [3.124, -2.870, 2.730], [2.278, 3.094, 0.005], [4.866, -2.134, 1.526], [3.756, -2.174, -0.637], [1.172, -3.079, -0.200], [1.611, -1.743, -1.093], [0.597, -0.316, 0.070], [-0.140, -1.685, 1.000], [1.289, 0.681, 1.981], [1.550, -0.556, 4.116], [0.941, -3.051, 2.452], [1.485, -2.971, 4.144], [3.696, -2.356, 3.504], [3.286, -3.954, 2.821], [3.354, 3.377, -0.140], [2.160, 2.483, 0.931], [1.619, 3.970, -0.005], [-1.249, 1.860, 0.852], [-0.960, -0.717, -2.145], [-1.898, 1.482, 2.579], [-2.461, 3.158, 0.674], [-1.858, -2.150, -1.561], [-1.853, -0.946, -3.712], [-2.235, 0.491, 0.104], [-2.124, 0.510, -1.439], [-1.219, 1.947, 3.705], [-1.918, 1.543, 4.844], [-3.056, 0.820, 4.408], [-3.020, 0.799, 3.019], [-2.147, 4.502, 0.442], [-3.317, 5.245, 0.503], [-4.384, 4.354, 0.818], [-3.837, 3.079, 0.881], [-1.267, -3.411, -1.421], [-2.224, -4.308, -0.979], [-3.451, -3.599, -0.822], [-3.214, -2.277, -1.189], [-2.754, -1.933, -4.125], [-3.217, -1.635, -5.394], [-2.596, -0.410, -5.783], [-1.806, 0.007, -4.725], [-3.308, 0.493, 0.367], [-1.823, -0.443, 0.530], [-3.117, 0.358, -1.889], [-1.757, 1.479, -1.820], [-0.297, 2.486, 3.595], [-1.647, 1.757, 5.858], [-3.811, 0.356, 5.017], [-3.689, 0.323, 2.315], [-1.122, 4.754, 0.248], [-3.389, 6.313, 0.342], [-5.415, 4.600, 1.014], [-4.325, 2.130, 1.007], [-0.214, -3.532, -1.666], [-2.070, -5.351, -0.791], [-4.396, -4.017, -0.483], [-3.896, -1.455, -1.266], [-3.044, -2.743, -3.478], [-3.900, -2.233, -5.969], [-2.704, 0.097, -6.713], [-1.218, 0.898, -4.568], [7.998, 0.438, -0.837], [6.651, 0.612, -1.082], [5.787, 0.652, 0.001], [4.433, 0.957, -0.260], [3.895, 1.123, -1.527], [4.805, 1.064, -2.619], [6.192, 0.785, -2.392], [6.122, 0.447, 1.021], [3.807, 1.066, 0.622], [4.479, 1.229, -3.652], [6.901, 0.680, -3.222]],
  "mulliken_spin": [1.28, 0.00, 0.00, -0.01, 0.06, 0.05, 0.01, 0.00, 0.00, 0.26, 0.00, 0.00, 0.00, 0.02, -0.01, -0.01, -0.03, 0.00, 0.00, 0.00, 0.00, 0.00, 0.00, -0.03, 0.03, 0.02, 0.00, 0.01, 0.00, 0.00, 0.00, -0.04, 0.02, 0.00, 0.00, 0.00, 0.00, 0.00, 0.00, 0.00, 0.00, 0.00, 0.00, 0.00, 0.00, 0.00, 0.00, 0.00, 0.00, 0.00, 0.00, 0.00, 0.01, 0.00, 0.00, 0.00, 0.00, 0.00, 0.00, 0.00, 0.00, 0.00, 0.00, 0.00, 0.00, 0.00, 0.00, 0.00, 0.00, 0.00, -0.01, 0.03, 0.03, 0.38, -0.08, 0.01, 0.00, -0.01, 0.00, 0.00]
}